## 1
Molecular formula: C5H12NO
Method: DFT, ωB97M-V/def2-TZVPD

- E_LUMO (alpha / beta) (hartree) = 0.0373 / -0.0581
- HOMO (alpha / beta) (eV) = -8.85 / -8.90

Geometry as ORCA input:
```
! wB97M-V def2-TZVPD RIJCOSX def2/J DEFGRID3
* xyz 0 2
C 1.878 1.109 0.704
N 0.893 1.402 -0.336
C -0.851 -2.030 -0.412
C 0.267 -1.000 -0.321
C -0.176 0.446 -0.568
C -1.528 0.757 0.252
O -1.581 2.064 0.535
H 2.552 0.299 0.410
H 1.435 0.915 1.688
H 2.509 1.994 0.809
H 0.485 2.303 -0.112
H -0.625 -2.791 -1.165
H -1.000 -2.588 0.501
H -1.810 -1.646 -0.748
H 0.773 -1.034 0.641
H 1.050 -1.234 -1.042
H -0.428 0.496 -1.620
H -2.378 0.431 -0.352
H -1.465 0.108 1.138
*
```



## 2
Molecular formula: C5H12NO
Method: DFT, ωB97M-V/def2-TZVPD

- E_LUMO (alpha / beta) (hartree) = 0.0080 / 0.0055
- HOMO (alpha / beta) (eV) = -4.10 / -7.81

Geometry as ORCA input:
```
! wB97M-V def2-TZVPD RIJCOSX def2/J DEFGRID3
* xyz 0 2
O 0.627 2.574 -0.878
C 0.160 1.567 -1.432
C -0.688 0.779 -0.439
C -0.079 -0.759 -0.365
C -0.840 -1.877 0.491
C 1.527 -0.507 -0.004
N -0.656 1.394 0.911
H 0.523 0.928 -2.259
H -1.660 0.615 -0.777
H -0.112 -1.276 -1.365
H -0.975 -1.670 1.500
H -1.940 -2.058 0.245
H -0.150 -2.757 0.340
H 1.920 -1.546 -0.018
H 2.192 0.144 -0.694
H 1.736 -0.161 1.038
H 0.269 1.059 1.300
H -1.363 1.069 1.555
H -0.493 2.483 0.851
*
```



Stability verdict: 1, ahead by 183.6 kJ/mol